Molecular formula: C4H12N3O
Method: DFT, ωB97M-V/def2-TZVPD

Geometry as XYZ:
```
20
Properties=species:S:1:pos:R:3:forces:R:3
H 1.023561 0.084771 -1.820620 -0.3 -0.5 -0.3
N 0.737899 0.035243 -0.850188 -0.7 1.3 0.0
C 1.336578 1.246678 1.359273 -0.2 1.5 -1.4
H 1.780010 0.129838 2.959164 0.2 -0.1 -0.1
N -2.602849 -1.570726 -0.609306 0.8 -0.4 0.1
H -2.709842 -1.444594 0.380131 0.3 -0.3 0.4
H 0.336513 1.679964 1.592044 0.3 -0.6 0.4
H -1.110149 0.747913 -1.342191 -0.8 -0.7 -0.3
C -0.669087 0.012631 -0.626306 3.4 1.5 2.4
C 1.424414 1.205787 -0.176660 0.6 -0.4 0.0
O -1.019733 0.069391 0.586810 -0.5 -0.1 -1.2
H -1.639082 -1.218439 -2.272458 0.8 -0.6 -0.3
N 1.741788 0.013002 1.950300 -0.6 0.0 0.3
H 1.004992 -0.663206 1.768049 0.2 -0.3 0.1
C -1.376538 -1.417626 -1.232818 -3.2 -0.7 -0.9
H 2.062916 2.031461 1.601393 -0.1 0.0 0.3
H 2.473822 1.200065 -0.462998 0.1 -0.7 0.0
H -0.549971 -2.097000 -1.050020 0.2 0.3 0.4
H -3.305470 -2.145322 -1.051284 -0.2 0.5 -0.4
H 1.060227 2.100170 -0.702316 -0.3 0.1 0.7
```
Forces are in eV/Å.

Results
Multiplicity: 1
Frontier orbital gap in eV: 4.79
Total charge: +1

Atom charges from the natural (NBO) analysis, given in e for atoms 1 to 6: H 0.39; N -0.50; C -0.23; H 0.38; N -0.67; H 0.42



Molecular formula: C4H12N3O
Method: DFT, ωB97M-V/def2-TZVPD

Geometry as XYZ:
```
20
Properties=species:S:1:pos:R:3:forces:R:3
H 2.309264 0.136300 -1.153392 0.0 -0.2 0.1
H -1.400304 -0.213626 -0.748566 -0.1 0.1 0.0
H -0.493742 2.605111 -0.693517 0.0 0.0 0.1
H 0.920579 -0.441391 1.368471 -0.1 -0.1 0.1
H -1.762238 2.114037 1.228955 0.0 0.1 0.0
C -1.891553 1.116836 0.829575 0.0 -0.3 0.1
H 2.609953 -0.922580 1.209284 0.1 -0.1 0.0
H 2.491134 1.143477 0.156709 0.1 0.0 0.0
N -2.607309 0.253928 1.654969 0.0 0.3 -0.2
H -2.953256 -0.566672 1.180746 -0.1 -0.1 0.1
H 0.946562 0.932954 -0.551605 0.2 0.1 -0.3
N -0.394535 1.651513 -1.026640 -0.3 -0.1 0.2
N 1.895899 0.436195 -0.267585 -0.1 0.3 0.2
O 1.085363 -1.800561 -1.335353 0.0 0.0 -0.3
C 1.698709 -0.709782 0.655921 0.1 0.3 -0.1
C 1.273624 -1.898231 -0.156381 -0.1 -0.3 0.1
C -1.306588 0.775860 -0.313773 0.1 0.0 -0.1
H -3.344286 0.720236 2.161242 0.0 -0.1 0.1
H 1.150599 -2.850955 0.379975 0.0 0.0 0.1
H -0.640392 1.683013 -2.010382 0.1 -0.1 -0.1
```
Forces are in eV/Å.

Results
Multiplicity: 1
Frontier orbital gap in eV: 8.77
Total charge: +1

Atom charges from the natural (NBO) analysis, given in e for atoms 1 to 6: H 0.44; H 0.20; H 0.39; H 0.26; H 0.20; C -0.01



In order of appearance, ΔE to the lowest compared entry with this formula, charge and spin = 144.4; 37.2 kcal per mole.
In order of appearance, LUMO = -8.2; -3.0 eV.
In order of appearance, highest occupied orbital energy = -12.963; -11.731 eV.